DFT (wB97M-V/def2-TZVPD) results for a 3-piece molecular cluster, C21H40I2O7S overall at a distorted geometry.

Output
- Kohn-Sham gap: 9.31 eV
- Multiplicity: 1
- E: -2344.0906 hartree
- Charge: 0
- Structure (SMILES): CC(=O)OC(CCCCS(=O)(=O)O)(C[C@H](C)I)C[C@H](C)I.C1CCOC1.C1CCOC1

Last column: Löwdin charge in e.
Positions of all 71 atoms, in Å:
C1 -2.84652 -2.10831 -0.57057  -0.018
C2 -1.76790 -0.96531 -1.15177  -0.256
O1 -2.24767 -0.22358 -2.15380  -0.022
O2 -0.52317 -0.84602 -0.43464  -0.050
C3 0.69683 -1.16490 -1.12240  -0.373
C4 1.64782 0.21539 -1.03422  -0.124
C5 1.70049 0.92100 0.42450  -0.166
C6 3.09559 0.68815 1.27996  -0.208
C7 4.47035 0.84877 0.40769  -0.203
S1 5.42765 -0.80195 0.30400  0.793
O3 5.37920 -1.61198 1.62901  -0.386
O4 6.95589 -0.52546 0.03452  -0.393
O5 4.88803 -1.80683 -0.96751  -0.253
C8 1.52589 -2.26215 -0.19316  -0.177
C9 0.69973 -2.83118 1.09658  -0.682
C10 0.86544 -1.98215 2.48490  -0.184
I1 1.60677 -4.82767 1.52955  0.725
C11 0.66882 -1.48934 -2.70914  -0.200
C12 0.37058 -2.99725 -3.21030  -0.693
C13 -0.61438 -3.93154 -2.32599  -0.159
I2 2.30121 -3.98943 -3.74915  0.717
H1 -3.60070 -1.64962 0.20691  0.100
H2 -3.50093 -2.44153 -1.50821  0.100
H3 -2.30812 -3.07954 -0.19465  0.065
H4 2.67807 -0.02543 -1.53657  0.109
H5 1.10245 0.97968 -1.77206  0.140
H6 0.82238 0.69096 1.15915  0.099
H7 1.65455 2.10002 0.23523  0.129
H8 3.11949 -0.32954 1.85558  0.082
H9 3.12589 1.53978 2.11603  0.128
H10 5.21423 1.58926 0.96757  0.137
H11 4.32234 1.21059 -0.69503  0.117
H12 4.80710 -2.76776 -0.68489  0.111
H13 1.84409 -3.22261 -0.82701  0.040
H14 2.56058 -1.82797 0.21404  0.106
H15 -0.43105 -3.06865 0.91381  0.062
H16 0.32919 -0.94295 2.50974  0.060
H17 0.33897 -2.63425 3.33580  0.083
H18 2.00699 -1.94550 2.79850  0.084
H19 1.76925 -1.23220 -3.10564  0.099
H20 -0.02096 -0.75721 -3.35113  0.140
H21 -0.15963 -2.89242 -4.27788  0.099
H22 -0.45571 -5.05724 -2.69083  0.090
H23 -1.74229 -3.66951 -2.60253  0.094
H24 -0.45448 -3.94177 -1.17346  0.056
C14 -3.25662 3.47314 -4.24166  -0.183
C15 -4.05217 2.46447 -3.45400  -0.181
C16 -3.47877 2.62516 -2.06295  -0.211
O6 -3.06174 3.99195 -1.94007  -0.141
C17 -3.08910 4.59551 -3.24092  -0.210
H25 -3.74555 3.79456 -5.16476  0.114
H26 -2.27712 3.05336 -4.49996  0.117
H27 -5.11206 2.74504 -3.45590  0.116
H28 -3.96801 1.44350 -3.83486  0.110
H29 -2.59616 1.99247 -1.92129  0.090
H30 -4.20575 2.39027 -1.28014  0.119
H31 -3.94030 5.28439 -3.27155  0.116
H32 -2.17117 5.16764 -3.40140  0.116
C18 -0.85042 2.70669 4.94481  -0.177
C19 -1.69764 1.53747 5.37595  -0.178
C20 -1.59120 0.61225 4.18336  -0.201
O7 -0.30502 0.84222 3.59175  -0.186
C21 0.25865 2.02635 4.17256  -0.201
H33 -0.48138 3.31238 5.77634  0.118
H34 -1.42738 3.35650 4.27608  0.120
H35 -1.25258 1.06246 6.25820  0.119
H36 -2.72926 1.80671 5.61635  0.118
H37 -2.35174 0.84505 3.43053  0.121
H38 -1.68578 -0.44161 4.46063  0.119
H39 1.07276 1.71727 4.83718  0.122
H40 0.67314 2.66194 3.38521  0.115

---

DFT (wB97M-V/def2-TZVPD) results for a 13-piece molecular cluster, C17H60N14O13 overall at a distorted geometry.

Output
- Kohn-Sham gap: 8.80 eV
- Multiplicity: 1
- E: -2428.2589 hartree
- Charge: 0

Last column: Löwdin charge in e.
Positions of all 104 atoms, in Å:
C1 4.10081 3.06035 3.63444  -0.052
C2 2.76881 2.70535 4.36344  -0.311
O1 1.66381 2.45135 3.58444  -0.074
H1 4.82981 3.21535 4.43944  0.083
H2 3.93581 3.77635 2.89144  0.014
H3 4.62981 2.18735 3.17444  0.075
H4 2.48181 3.44335 5.08044  0.106
H5 3.03581 1.77835 4.89144  0.116
H6 1.19781 3.25735 3.42944  0.068
C3 -1.73119 2.68835 2.70144  -0.098
C4 -1.88219 1.60135 3.69544  -0.273
O2 -2.75019 0.64535 3.05844  -0.088
H7 -1.11019 3.51235 3.02744  0.062
H8 -2.71419 3.14835 2.52044  0.084
H9 -1.50919 2.45135 1.65544  0.057
H10 -2.29919 1.91335 4.65344  0.121
H11 -0.93019 1.13135 3.78644  0.076
H12 -2.40219 -0.23865 2.93944  0.022
C5 0.49281 0.65435 0.56944  -0.055
C6 -0.86319 0.55435 -0.03356  -0.287
O3 -0.95819 -0.69965 -0.65356  -0.134
H13 1.31781 0.39635 -0.14356  0.082
H14 0.59981 -0.04865 1.35544  0.058
H15 0.80781 1.64635 0.96144  0.075
H16 -0.85119 1.28635 -0.74756  0.065
H17 -1.63919 0.68235 0.70044  0.086
H18 -1.18619 -1.33565 0.06844  0.091
C7 -5.36419 -0.41965 -1.06056  -0.060
C8 -4.19219 0.56335 -1.04956  -0.252
O4 -4.01219 0.81835 0.35544  -0.086
H19 -5.09919 -1.25265 -1.71756  0.060
H20 -6.35219 -0.06865 -1.28756  0.071
H21 -5.59819 -0.89165 -0.12656  0.065
H22 -4.36319 1.49935 -1.55556  0.090
H23 -3.22519 0.09835 -1.38356  0.081
H24 -3.53819 1.56035 0.54644  0.010
C9 -2.64319 -2.78065 1.35944  -0.586
O5 -2.29519 -2.15965 2.50544  -0.056
N1 -2.53819 -4.10365 1.23944  0.109
N2 -3.28819 -2.17265 0.40144  0.211
H25 -2.24019 -4.56665 2.10044  0.146
H26 -3.23019 -4.74065 0.75144  0.160
H27 -3.56219 -1.21265 0.50344  0.084
H28 -3.48919 -2.69065 -0.44956  0.054
C10 0.94981 0.31035 -3.32556  -0.601
O6 0.90681 1.51335 -2.70856  -0.065
N3 1.60481 0.01335 -4.38456  0.115
N4 0.51881 -0.77765 -2.82956  0.207
H29 2.25881 0.73235 -4.72556  0.165
H30 1.08181 -0.33365 -5.22756  0.186
H31 -0.01519 -0.59965 -2.00556  0.056
H32 0.34481 -1.62765 -3.35256  0.144
C11 -3.27519 -2.88065 -2.96356  -0.571
O7 -4.16319 -3.12965 -4.05456  -0.147
N5 -3.17619 -3.62065 -1.88956  0.108
N6 -2.39919 -1.88265 -2.91956  0.158
H33 -3.93519 -4.29165 -1.63156  0.158
H34 -2.33619 -3.81265 -1.40356  0.049
H35 -2.58719 -1.12765 -3.68456  0.177
H36 -1.97219 -1.53565 -2.05056  0.060
C12 -2.25419 3.13935 -2.65756  -0.708
O8 -2.63019 1.94435 -3.13956  -0.107
N7 -3.02619 4.17635 -2.60156  0.145
N8 -1.05419 3.30935 -2.26056  0.160
H37 -4.02819 3.93435 -2.91256  0.164
H38 -2.72319 5.11135 -2.23056  0.141
H39 -0.39319 2.56235 -2.51656  0.052
H40 -0.58919 4.19835 -2.12356  0.124
C13 3.57581 -2.63065 -2.91256  -0.583
O9 4.56681 -3.64565 -2.90756  -0.146
N9 3.05481 -2.12465 -4.03556  0.122
N10 3.06681 -2.05665 -1.88156  0.117
H41 2.40781 -1.25865 -4.16856  0.031
H42 3.45581 -2.52865 -4.91956  0.132
H43 3.68881 -1.90065 -1.12756  0.107
H44 2.41781 -1.24765 -2.00656  0.119
C14 0.49481 -3.62765 -0.21456  -0.663
O10 0.60881 -2.94765 0.92444  -0.044
N11 1.41981 -3.91565 -1.05356  0.160
N12 -0.51419 -4.44065 -0.44856  0.112
H45 1.98181 -3.05265 -1.21456  0.051
H46 1.34581 -4.80365 -1.67956  0.178
H47 -1.26319 -4.46865 0.24644  0.026
H48 -0.56519 -5.07965 -1.24756  0.121
C15 4.16781 3.49735 -0.40356  -0.671
O11 5.31181 3.28335 -1.17856  -0.154
N13 4.15381 4.42035 0.47844  0.134
N14 3.11281 2.77135 -0.48556  0.183
H49 5.01981 4.92235 0.71444  0.139
H50 3.23781 4.80735 0.88844  0.156
H51 3.00581 2.05735 -1.23256  0.129
H52 2.46181 2.83835 0.26044  0.075
C16 3.88881 0.02435 1.46444  -0.195
O12 3.42681 -1.20165 1.01644  -0.103
H53 3.02781 0.64935 1.61744  0.027
H54 4.52381 0.54635 0.71244  0.100
H55 4.36481 0.01235 2.45644  0.081
H56 2.86581 -1.50765 1.71744  0.050
C17 0.93581 -1.27965 4.01844  -0.126
O13 2.10581 -0.55365 3.63144  -0.120
H57 0.00681 -0.77765 4.33044  0.073
H58 1.12881 -1.93265 4.89044  0.092
H59 0.54581 -1.85465 3.23344  0.029
H60 1.85281 0.33735 3.37944  0.024

---

DFT (wB97M-V/def2-TZVPD) results for one molecule with the formula C3H5N3 at a distorted geometry.

Output
- Kohn-Sham gap: 10.80 eV
- Multiplicity: 1
- E: -281.4965 hartree
- Charge: 0
- Structure (SMILES): [H]/N=C(/C#N)NC

Last column: Löwdin charge in e.
Positions of all 11 atoms, in Å:
H1 0.82371 -1.13480 -1.59404  0.087
N1 -0.18069 -0.78900 -1.65841  0.136
C1 -0.48940 0.10472 -0.83105  -0.524
C2 -1.79346 0.89769 -1.02924  -0.143
N2 -2.79736 1.47903 -1.15291  0.139
N3 0.21204 0.67433 0.24379  -0.064
C3 1.05669 -0.36955 1.10066  -0.113
H2 -0.64806 1.02060 0.97978  0.193
H3 0.42192 -1.32798 1.41852  0.100
H4 1.34045 0.27018 2.01066  0.074
H5 2.05414 -0.82520 0.51225  0.116

---

DFT (wB97M-V/def2-TZVPD) results for a 2-piece molecular cluster, C3H6FO2S overall at a distorted geometry.

Output
- Kohn-Sham gap (spin up / spin down): 7.39 / 7.07 eV
- Multiplicity: 1
- E: -766.3249 hartree
- Charge: -1

Last column: Löwdin charge in e.
Positions of all 13 atoms, in Å:
C1 -0.28340 0.66826 -0.42757  -0.203
C2 -0.52306 -0.37473 0.62081  -0.087
C3 1.50861 -2.41441 0.39893  -0.301
O1 0.69517 -2.41686 -2.15572  -0.557
O2 0.17359 -4.28899 -0.77549  -0.582
F1 2.62621 -1.65655 0.54945  -0.107
S1 1.25479 -3.34264 -1.19473  0.560
H1 -0.90300 1.59274 -0.10346  0.082
H2 -0.69985 0.29304 -1.35727  0.052
H3 0.75250 0.79953 -0.60207  0.041
H4 -1.09171 -1.27783 0.40390  0.031
H5 0.09514 -0.39507 1.57694  0.045
H6 1.39929 -3.12894 1.17755  0.026

---

Molar mass (computed, g mol⁻¹): 690.42, 668.75, 83.09, 125.14